Density functional theory data (ωB97M-V/def2-TZVPD) for a molecular structure, C37H42FN7O7Ti in a non-equilibrium geometry.

```
95
Properties=species:S:1:pos:R:3
Ti -2.0716 0.4505 0.5101
C -5.0434 -2.2246 -1.3299
N -3.7903 -2.9554 -1.3463
C -3.7823 -4.2570 -1.9780
C -2.7208 -2.4514 -0.7301
O -2.7689 -1.3650 -0.1490
C -1.3739 -3.1697 -0.8082
O -0.6375 -2.9803 0.3753
C -0.6248 -4.0043 1.3289
C -2.0000 -4.2265 1.9625
O -2.9998 -4.0727 1.2732
N -2.0612 -4.6262 3.2515
C -3.3504 -4.6808 3.9122
C -0.8963 -4.8048 4.0940
H -5.7964 -2.8019 -0.7887
H -5.3811 -2.0509 -2.3532
H -4.8929 -1.2689 -0.8330
H -4.6933 -4.3520 -2.5659
H -3.7679 -5.0563 -1.2321
H -2.9386 -4.3721 -2.6579
H -0.8163 -2.6616 -1.6050
H -1.4694 -4.2289 -1.0551
H 0.1185 -3.6924 2.0596
H -0.2926 -4.9695 0.9098
H -4.1145 -4.3373 3.2234
H -3.3417 -4.0325 4.7909
H -3.5797 -5.7004 4.2307
H -0.5682 -3.8642 4.5420
H -0.0694 -5.2486 3.5441
H -1.1570 -5.4977 4.8941
C 0.4441 -1.2134 3.7436
C -0.3708 -1.0700 4.8655
C -1.6359 -0.5415 4.7275
C -2.0952 -0.1547 3.4593
N -1.2971 -0.3270 2.3891
C -0.0670 -0.8221 2.5231
C -3.4257 0.4500 3.2014
C -4.3263 0.6668 4.2514
C -5.5595 1.2291 3.9842
C -5.8831 1.5780 2.6752
C -4.9781 1.3667 1.6473
C -3.7224 0.7907 1.8717
H 1.4533 -1.5968 3.8066
H -0.0132 -1.3558 5.8472
H -2.2699 -0.4064 5.5902
H 0.5046 -0.8829 1.6025
H -4.0840 0.4060 5.2730
H -6.2637 1.4019 4.7880
H -6.8467 2.0291 2.4668
H -5.2430 1.6697 0.6381
F 4.3174 -1.2744 -1.4363
C 3.5342 -0.2436 -1.8830
C 2.2009 -0.2642 -1.5576
C 1.3676 0.8136 -1.9691
C 0.0266 0.9074 -1.5343
O -0.3873 0.0335 -0.6727
C -0.8102 1.9285 -2.1184
C -0.2179 2.8481 -2.9159
N 1.1327 2.8839 -3.1627
C 1.6785 3.9991 -3.8764
C 1.1955 5.3664 -3.5049
C 2.5826 4.9357 -3.1208
C 1.9515 1.8360 -2.7627
C 3.3012 1.8182 -3.0783
C 4.1506 0.7859 -2.5721
N 5.5929 0.8172 -2.6608
C 6.2389 0.6924 -1.3618
C 6.0685 1.9470 -0.5246
N 6.7456 3.0754 -1.2743
C 6.1430 3.2576 -2.6463
C 6.1814 1.9155 -3.3891
C -2.3160 2.0682 -1.9753
O -2.9148 2.8714 -2.6740
O -2.8791 1.2658 -1.1372
H 1.7880 -1.0721 -0.9743
H -0.8158 3.6243 -3.3696
H 1.9090 3.8173 -4.9230
H 0.4741 5.4271 -2.7040
H 1.0742 6.0877 -4.2991
H 2.7367 4.6998 -2.0760
H 3.4223 5.3742 -3.6464
H 3.6714 2.5824 -3.7364
H 7.3061 0.4831 -1.5092
H 5.8175 -0.1538 -0.8247
H 6.5366 1.8973 0.4579
H 5.0170 2.2236 -0.4304
H 7.7394 2.8528 -1.3647
H 6.6807 3.9460 -0.7483
H 6.7117 4.0421 -3.1465
H 5.1282 3.5969 -2.4524
H 7.2284 1.6601 -3.5933
H 5.6908 2.0391 -4.3545
O 0.8066 3.6600 0.7573
C -0.1500 2.9528 0.8923
N -1.0961 2.2608 1.0318
```

Values from the calculation:
Highest occupied orbital energy (spin up / spin down) (eV): -4.1 / -7.2
Net charge: 0
Max |F| (eV Å⁻¹): 1.41
Multiplicity: 3
<S²>: 2.0300